ORCA calculation (ωB97M-V/def2-TZVPD) on C19H39BCrF4O13 as an isolated structure at a distorted geometry.

Each line ends with the Löwdin spin population.
Geometry (Å):
H 0.18191 -0.05305 3.72929  0.000
O 2.90902 -2.96074 1.80845  0.002
H -1.10763 0.76327 2.82305  0.000
H 4.47236 2.83017 2.58103  0.000
C -3.14250 -1.17845 1.89319  0.000
H 3.43913 -3.23362 -1.93767  0.000
O -2.14329 2.04346 0.90125  0.001
O 1.80402 -1.89638 0.19364  0.030
H 2.74488 -6.16032 -1.35726  0.000
F 4.17064 0.03932 -1.11327  0.000
H 4.45172 1.50567 1.40350  0.000
O 0.60119 1.89520 3.34447  0.003
C -1.97226 -1.98733 1.33655  0.001
O -0.48435 -0.80176 -2.24739  0.029
C 1.23289 1.82799 2.17831  0.008
C 3.26836 -5.38696 -1.91999  0.000
C -1.96716 3.57597 -2.24657  0.000
O -0.92007 1.44328 -0.84505  0.027
H 1.75950 -3.75607 -1.76697  0.000
H -5.22979 0.04592 -1.69592  0.000
H -4.09778 1.32364 -1.47078  0.000
C -2.55152 3.95405 2.26936  0.000
H -2.76332 -0.73758 -1.26439  0.000
H 3.29492 -1.07915 2.30528  0.000
H 5.25722 2.96673 0.99723  0.000
H -2.52809 4.77510 1.55257  0.000
H -2.59703 4.36789 -2.64473  0.000
O -0.65156 -0.46462 -4.47111  0.003
F 2.46120 -0.98133 -2.26344  0.009
C 2.79001 -3.98342 -1.48470  0.000
H -2.44843 -2.61937 0.57083  0.001
C -0.36951 0.87957 3.61741  0.000
C -1.11226 -0.51321 -3.23695  0.009
F 3.37429 0.85181 -3.13302  0.000
H -3.95598 -1.85050 2.18671  0.000
H -3.17620 4.25441 3.11166  0.000
F 2.04654 0.97825 -1.29455  0.019
H 1.64103 -1.50439 2.73915  0.000
C 4.38139 2.59055 1.52194  0.000
O 2.80118 -3.93447 -0.06952  0.002
C 2.45153 -2.83548 0.59255  0.006
C -3.17618 2.72398 1.56661  0.000
O 0.99998 1.03958 1.29627  0.029
H -3.54984 -0.47910 1.15903  0.000
H -2.06059 2.73602 -2.93573  0.000
C 2.66596 -1.86982 2.71997  0.000
O -2.39925 -0.18484 -3.28031  0.003
H -0.87304 -2.38324 3.10877  0.000
H -3.01841 -0.52247 2.76250  0.000
H 3.24968 -5.62173 -2.98124  0.000
H -1.54253 3.79321 2.64605  0.000
H 3.02820 4.07018 0.84218  0.000
H 2.60783 2.52820 0.14702  0.000
O -2.35854 3.17272 -0.94029  0.002
H 3.03591 -2.14042 3.70330  0.000
H 4.30912 -5.46189 -1.59713  0.000
C 2.99327 2.99915 1.04723  0.000
H -3.60967 2.02950 2.28536  0.000
H 1.16151 -1.48901 -4.24196  0.000
H -0.51288 -3.53492 1.73541  0.000
H -0.95323 1.09258 4.51010  0.000
B 3.05894 0.25472 -1.91669  0.001
O 2.04806 2.86533 2.13312  0.002
H 0.95175 -0.55473 -5.76678  0.000
H -0.94373 3.94903 -2.22770  0.000
Cr 0.48268 -0.22511 -0.40562  3.768
C -1.75603 2.16116 -0.35013  0.005
O -1.05717 -1.14707 0.71806  0.037
C -4.32183 0.48093 -2.12385  0.000
H 1.26570 0.26591 -4.21353  0.000
H -3.96873 3.03934 0.88713  0.000
C -1.27232 -2.99340 2.29408  0.002
H -1.97039 -3.69026 2.76328  0.000
H -4.63838 0.85970 -3.09554  0.000
H -3.71090 -1.56451 -2.51695  0.000
C 0.77782 -0.57852 -4.69590  0.000
C -3.25899 -0.61427 -2.23025  0.000

Cartesian forces, eV/Å:
-0.3 -0.2 0.1
-0.2 -0.4 1.5
0.4 0.0 -0.4
0.1 0.1 0.0
-0.8 0.0 0.7
-0.1 0.2 0.4
0.9 -1.7 -0.1
0.1 0.0 -0.3
-0.2 0.0 -0.2
-0.4 0.4 0.2
0.1 -0.1 0.3
-0.3 0.2 0.3
0.7 0.1 -1.0
0.2 -0.4 -0.3
-0.6 0.9 0.2
0.3 0.4 1.3
0.6 -0.5 -0.8
-0.2 0.7 -0.3
0.1 -0.1 -0.4
0.0 -0.1 0.1
0.5 0.0 -0.1
-0.8 -0.1 -0.3
0.4 0.0 -0.2
-0.1 0.4 0.4
-0.4 0.5 -0.3
0.1 0.1 0.1
-0.3 0.0 0.7
0.1 0.1 -0.4
0.0 -0.4 0.3
-0.8 -0.3 -1.5
-0.2 -0.2 -0.2
-0.3 -0.8 -0.5
0.0 0.1 -0.6
0.3 0.7 0.2
-0.1 -0.1 -0.1
0.0 0.1 0.0
-1.3 0.7 1.1
-0.1 -0.4 -0.1
-0.4 -1.5 0.1
0.7 0.0 0.8
-0.2 -0.3 -0.6
0.1 1.5 0.6
0.5 -0.2 0.2
0.1 -0.3 -0.4
0.2 -0.1 0.1
0.8 0.7 -0.9
0.6 -0.3 -0.2
0.5 -0.2 0.0
0.8 -0.3 0.2
-0.3 0.4 -0.1
0.0 -0.3 -0.1
-0.3 0.1 0.1
0.2 -0.4 0.2
-0.8 1.0 -0.1
-0.1 -0.3 -0.1
0.1 -0.1 -0.1
0.5 1.2 -0.3
0.2 -0.2 -0.1
-0.1 0.0 -0.1
0.1 0.1 0.1
0.6 0.5 0.2
1.2 -1.7 -1.9
0.4 -0.2 0.0
-0.3 0.0 0.0
0.1 -0.2 0.0
-1.3 -1.3 1.2
-0.1 0.3 0.4
1.0 0.8 -0.3
-1.0 -0.6 0.3
0.1 0.0 -0.1
0.1 -0.1 -0.1
-0.9 1.2 0.2
-0.1 -0.1 -0.2
0.3 0.0 -0.1
0.1 0.0 -0.1
0.0 0.2 0.8
-0.9 0.9 0.7

The value obtained for the LUMO energy (alpha / beta) is 0.46 / 0.46 eV. Its charge is 0. The calculation puts the molar mass at 614.31 g mol⁻¹. For the energy above the lowest of the compared OMol25 structures with the same formula, charge and spin, the calculation gives 0.0 kcal per mole. As for the energy: -86928.3673 eV. As for the spin multiplicity: 5. For the HOMO energy (alpha / beta), the calculation gives -7.53 / -7.72 eV.